Entry 1:
{"formula": "H4O2", "method": "ωB97M-V with the def2-TZVPD basis set", "orbital_gap_ev": 11.496, "molar_mass_g_mol": 36.03, "smiles": "O.O", "largest_force_ev_per_a": 2.58, "de_lowest_kj_mol": 40.12, "total_charge": 0, "symbols": ["O", "H", "H", "O", "H", "H"], "positions_angstrom": [[1.09657, -0.08365, -0.12258], [1.74126, -0.61857, 0.41289], [0.88600, 0.78871, 0.21740], [-1.57078, -0.14793, 0.01977], [-1.34960, 0.78430, -0.19750], [-0.80345, -0.72286, -0.32999]], "atomic_forces_ev_per_a": [[1.1, -1.4, -0.3], [-1.0, 1.5, -0.4], [0.6, -0.3, 0.7], [1.2, -0.5, -0.8], [-0.1, -1.2, 0.0], [-1.6, 1.8, 0.8]], "lowdin_charge": [-0.08, 0.08, 0.04, -0.13, 0.03, 0.06]}

---

Entry 2:
{"formula": "H4O2", "method": "ωB97M-V with the def2-TZVPD basis set", "orbital_gap_ev": 11.997, "molar_mass_g_mol": 36.03, "smiles": "O.O", "largest_force_ev_per_a": 2.33, "de_lowest_kj_mol": 27.30, "total_charge": 0, "symbols": ["O", "H", "H", "O", "H", "H"], "positions_angstrom": [[1.03973, 1.63777, -0.08075], [1.85025, 1.71932, 0.49448], [0.87267, 0.68276, -0.20731], [-1.08708, -1.22132, -0.44221], [-0.63098, -1.47614, 0.37620], [-2.04458, -1.34239, -0.14040]], "atomic_forces_ev_per_a": [[1.1, -0.4, 0.8], [-1.4, -0.3, -1.0], [0.2, 0.7, 0.1], [-1.9, -0.5, 1.3], [0.1, 0.1, -0.4], [1.8, 0.4, -0.9]], "lowdin_charge": [-0.09, 0.06, 0.02, -0.09, 0.03, 0.08]}

---

Entry 3:
{"formula": "H4O2", "method": "ωB97M-V with the def2-TZVPD basis set", "orbital_gap_ev": 11.546, "molar_mass_g_mol": 36.03, "smiles": "O.O", "largest_force_ev_per_a": 2.35, "de_lowest_kj_mol": 30.03, "total_charge": 0, "symbols": ["O", "H", "H", "O", "H", "H"], "positions_angstrom": [[1.64657, 0.13292, -0.12493], [1.00531, 0.03472, 0.58692], [1.42110, -0.75025, -0.55119], [-1.13355, -0.01144, -0.21790], [-1.31824, 0.96522, -0.23126], [-1.62120, -0.37117, 0.53835]], "atomic_forces_ev_per_a": [[-0.4, -2.3, -0.5], [-0.1, 0.7, 0.2], [0.8, 1.7, 0.2], [-0.5, 1.1, 0.3], [0.3, -1.5, 0.1], [0.0, 0.3, -0.3]], "lowdin_charge": [-0.10, 0.00, 0.06, -0.08, 0.08, 0.04]}

---

Entry 4:
{"formula": "H4O2", "method": "ωB97M-V with the def2-TZVPD basis set", "orbital_gap_ev": 12.147, "molar_mass_g_mol": 36.03, "smiles": "O.O", "largest_force_ev_per_a": 3.67, "de_lowest_kj_mol": 41.09, "total_charge": 0, "symbols": ["O", "H", "H", "O", "H", "H"], "positions_angstrom": [[-2.02266, -0.24527, -0.13924], [-2.15067, 0.55391, 0.51893], [-1.43844, 0.22090, -0.75725], [2.13167, -0.07615, -0.19820], [2.08628, -0.88813, 0.37698], [1.39383, 0.43475, 0.19877]], "atomic_forces_ev_per_a": [[0.1, 3.2, 1.9], [0.0, -2.6, -1.6], [-0.1, -0.5, -0.3], [-1.0, -0.8, 1.6], [0.3, 1.0, -1.0], [0.7, -0.2, -0.5]], "lowdin_charge": [-0.11, 0.09, 0.02, -0.09, 0.06, 0.03]}

---

Entry 5:
{"formula": "H4O2", "method": "ωB97M-V with the def2-TZVPD basis set", "orbital_gap_ev": 11.399, "molar_mass_g_mol": 36.03, "smiles": "O.O", "largest_force_ev_per_a": 3.13, "de_lowest_kj_mol": 22.77, "total_charge": 0, "symbols": ["O", "H", "H", "O", "H", "H"], "positions_angstrom": [[-0.34285, -0.57610, -0.88878], [-1.13913, -1.10531, -0.81558], [0.39229, -1.25045, -0.89851], [0.37950, 1.02901, 1.32930], [0.91103, 1.41039, 0.55231], [-0.20084, 0.49246, 0.72126]], "atomic_forces_ev_per_a": [[1.2, -1.1, -0.1], [-0.2, -0.1, -0.1], [-1.1, 1.1, 0.1], [0.4, 0.2, -3.1], [-0.7, -0.4, 2.0], [0.4, 0.3, 1.2]], "lowdin_charge": [-0.07, 0.05, 0.09, -0.13, 0.06, 0.00]}

---

Entry 6:
{"formula": "H4O2", "method": "ωB97M-V with the def2-TZVPD basis set", "orbital_gap_ev": 12.334, "molar_mass_g_mol": 36.03, "smiles": "O.O", "largest_force_ev_per_a": 0.76, "de_lowest_kj_mol": 20.05, "total_charge": 0, "symbols": ["O", "H", "H", "O", "H", "H"], "positions_angstrom": [[0.98465, -1.10599, 1.09350], [0.28211, -1.33720, 0.48219], [1.72562, -1.06354, 0.48943], [-1.32215, 1.12354, -0.92928], [-0.43738, 0.79883, -1.05186], [-1.23285, 1.58436, -0.08398]], "atomic_forces_ev_per_a": [[-0.1, 0.1, -0.3], [-0.5, -0.1, 0.2], [0.6, 0.1, 0.1], [-0.3, 0.3, 0.5], [0.6, -0.3, -0.4], [-0.3, 0.0, -0.1]], "lowdin_charge": [-0.05, 0.03, 0.03, -0.05, 0.01, 0.04]}

---

Entry 7:
{"formula": "H4O2", "method": "ωB97M-V with the def2-TZVPD basis set", "orbital_gap_ev": 12.050, "molar_mass_g_mol": 36.03, "smiles": "O.O", "largest_force_ev_per_a": 4.67, "de_lowest_kj_mol": 23.60, "total_charge": 0, "symbols": ["O", "H", "H", "O", "H", "H"], "positions_angstrom": [[1.45858, -0.02173, -0.08637], [1.29690, 0.82497, 0.39117], [2.26830, -0.36432, 0.27326], [-1.54439, -0.09908, 0.08822], [-0.74413, -0.09665, -0.34475], [-2.13456, 0.60249, -0.33453]], "atomic_forces_ev_per_a": [[-0.8, 1.3, 0.2], [0.2, -1.0, -0.5], [0.5, -0.2, 0.3], [-4.3, 1.5, 0.9], [2.9, 0.0, -1.7], [1.5, -1.6, 0.8]], "lowdin_charge": [-0.06, 0.07, 0.03, -0.06, -0.06, 0.08]}

---

Entry 8:
{"formula": "H4O2", "method": "ωB97M-V with the def2-TZVPD basis set", "orbital_gap_ev": 11.929, "molar_mass_g_mol": 36.03, "smiles": "O.O", "largest_force_ev_per_a": 2.27, "de_lowest_kj_mol": 25.70, "total_charge": 0, "symbols": ["O", "H", "H", "O", "H", "H"], "positions_angstrom": [[-1.93977, 0.16901, -0.09576], [-2.11123, -0.09778, 0.79061], [-1.38502, -0.54255, -0.52461], [1.39947, 0.06986, -0.00938], [2.19281, -0.49748, -0.00750], [1.84375, 0.89893, -0.15336]], "atomic_forces_ev_per_a": [[0.9, -0.7, -2.0], [0.0, -0.5, 1.0], [-0.9, 1.2, 1.0], [0.9, -0.8, 0.0], [-0.7, -0.2, 0.1], [-0.2, 1.0, -0.1]], "lowdin_charge": [-0.08, 0.01, 0.06, -0.06, 0.04, 0.02]}